# 1
63
Properties=species:S:1:pos:R:3:mulliken_charge:R:1 method="wB97M-V/def2-TZVPD" e_tot_ha=-2529.27917 s2=6.041 multiplicity=5 e_homo_ev="-6.094 / -6.013" de_lowest_kj_mol=40.01 orbital_gap_ev="6.5 / 5.6" lumo_energy_ev="0.4 / -0.4"
Fe 0.12 -0.08 -0.74 -0.121
N -2.34 -0.89 0.95 -0.287
N 1.89 0.36 0.75 0.562
N -0.96 -1.18 -1.61 0.279
N -2.55 1.18 -0.34 0.001
N -0.98 -0.73 1.14 0.499
N -2.38 -1.08 -1.53 -0.039
N -1.21 1.51 -0.38 0.364
C -2.91 -1.43 2.04 -0.106
C 4.20 -1.41 4.80 -1.773
C 2.06 -2.03 1.13 0.147
C -0.74 -2.02 -2.68 -0.141
C 2.25 2.49 -0.42 -2.206
C 2.38 -3.12 1.94 0.547
C 1.89 2.43 2.05 -1.591
C -1.93 -2.35 -3.30 -1.342
C -1.15 2.87 -0.20 -0.079
C -2.45 3.38 -0.03 -1.217
C 3.07 -2.90 3.13 -0.780
C 1.47 -0.17 -1.98 -0.881
C 2.52 1.69 0.86 1.450
C 3.38 -1.60 3.56 0.493
C 2.31 -0.67 1.53 0.394
C 2.03 -4.52 1.52 -1.765
C -2.94 -1.74 -2.55 -0.054
C -1.90 -1.60 3.00 -1.383
C -3.30 2.28 -0.13 -0.071
C 2.94 -0.52 2.81 -0.223
C 4.05 1.64 1.00 -1.757
C -0.72 -1.16 2.39 -0.144
B -3.00 -0.31 -0.33 0.029
H -0.24 3.45 -0.21 0.348
H 1.29 -4.51 0.70 0.305
H -2.01 -1.99 4.00 0.436
H 5.21 -1.84 4.68 0.339
H -4.19 -0.40 -0.31 -0.114
H -4.01 -1.73 -2.70 0.452
H 1.21 -0.70 -2.91 0.513
H 0.27 -1.15 2.82 0.447
H 2.42 3.55 -0.22 0.557
H 1.57 -2.23 0.18 0.030
H 1.94 3.51 1.88 0.430
H -4.37 2.19 -0.07 0.449
H 4.44 2.66 0.97 0.466
H 0.26 0.91 -1.75 0.534
H 4.38 1.21 1.94 0.405
H 1.60 -5.09 2.36 0.369
H -2.05 -2.94 -4.19 0.408
H 2.41 2.22 2.99 0.419
H 0.25 -2.34 -2.99 0.597
H 3.74 -1.91 5.67 0.355
H 3.07 0.48 3.23 0.100
H 1.98 -0.83 -1.24 0.039
H -3.96 -1.63 2.05 0.459
H 2.93 2.21 -1.23 0.199
H 3.38 -3.75 3.75 0.324
H 2.91 -5.08 1.16 0.335
H 2.17 0.65 -2.18 0.337
H 0.84 2.14 2.19 0.220
H 4.33 -0.35 5.04 0.338
H 4.50 1.09 0.16 0.375
H 1.22 2.38 -0.77 0.321
H -2.74 4.40 0.15 0.401

***

# 2
8
Properties=species:S:1:pos:R:3:mulliken_charge:R:1 method="wB97M-V/def2-TZVPD" e_tot_ha=-1008.64113 smiles="NP(=O)=O.Cl" e_homo_ev=-11.682 de_lowest_kj_mol=31.26 orbital_gap_ev=11.4 lumo_energy_ev=-0.3
Cl -2.63 -0.72 -0.18 -0.242
P 1.13 -0.38 -0.11 1.016
O 0.31 -1.59 -0.13 -0.589
O 2.59 -0.23 -0.25 -0.520
N 0.15 1.01 0.01 -0.409
H 0.61 1.88 0.04 0.258
H -0.66 1.03 0.54 0.225
H -1.50 -1.00 0.08 0.261

***

# 3
80
Properties=species:S:1:pos:R:3:mulliken_charge:R:1 method="wB97M-V/def2-TZVPD" e_tot_ha=-1842.05839 smiles=OCCO.OCCO.OCCO.OCCO.OCCO.OCCO.OCCO.OCCO e_homo_ev=-9.667 de_lowest_kj_mol=222.19 orbital_gap_ev=9.7 lumo_energy_ev=0.0
O -21.67 -3.46 8.82 -0.560
O -13.43 -1.25 12.52 -0.574
O -24.14 1.56 14.61 -0.496
O -14.66 1.67 11.98 -0.525
O -18.10 -0.72 17.66 -0.579
O -15.96 -1.84 19.24 -0.547
O -18.48 -1.65 13.86 -0.551
O -19.86 -6.58 13.60 -0.386
O -26.88 -5.36 13.92 -0.533
O -16.45 -3.80 11.69 -0.427
O -19.05 -4.08 7.89 -0.496
O -18.40 -5.87 11.47 -0.562
O -21.52 -3.59 14.33 -0.436
O -24.64 -3.52 15.22 -0.499
O -22.10 2.63 12.73 -0.496
O -19.44 -9.09 14.87 -0.558
C -17.33 -5.81 10.51 -0.673
C -15.89 -1.81 17.81 -0.447
C -26.90 -4.17 14.68 -0.347
C -17.29 -1.78 17.20 0.142
C -19.25 -2.86 13.90 0.233
C -25.71 -3.26 14.31 -0.300
C -20.57 -2.53 14.56 -0.116
C -14.54 -0.52 13.01 0.079
C -19.96 -8.95 13.54 -0.262
C -22.26 1.25 13.00 -0.227
C -20.77 -7.67 13.40 -0.478
C -20.52 -2.97 9.51 0.140
C -22.86 0.96 14.37 -0.150
C -14.25 0.96 13.13 -0.443
C -16.73 -4.41 10.43 -0.046
C -19.44 -2.83 8.45 -0.645
H -17.13 -1.59 16.13 0.018
H -27.66 -5.52 13.38 0.293
H -19.88 -2.27 7.61 0.338
H -17.69 -6.16 9.54 0.300
H -17.60 -1.93 13.56 0.151
H -15.73 -4.52 9.98 0.356
H -21.12 -4.44 14.53 0.219
H -19.38 -3.28 12.90 0.027
H -21.32 0.71 12.94 0.235
H -21.15 -7.61 12.38 0.307
H -19.17 -8.18 15.09 0.340
H -13.97 1.56 11.31 0.301
H -15.47 -0.69 12.45 0.201
H -24.12 2.46 14.29 0.284
H -26.71 -4.50 15.70 0.187
H -14.88 1.29 13.97 0.296
H -20.94 -1.55 14.25 -0.104
H -20.79 -1.98 9.91 0.274
H -18.59 -2.28 8.83 0.400
H -15.40 -2.75 17.55 0.271
H -19.07 -8.88 12.90 0.159
H -22.28 -3.91 9.41 0.315
H -27.85 -3.62 14.60 0.346
H -13.48 -1.46 11.58 0.307
H -22.24 1.33 15.20 0.213
H -15.28 -0.95 17.52 0.290
H -25.37 -3.44 13.28 0.319
H -13.22 1.14 13.43 0.280
H -22.98 -0.12 14.45 0.127
H -23.88 -3.80 14.71 0.260
H -22.87 0.80 12.20 0.226
H -14.80 -0.99 13.97 0.093
H -17.84 -2.71 17.39 0.242
H -21.55 -7.65 14.15 0.280
H -20.52 -9.85 13.26 0.362
H -18.67 -3.63 14.43 0.336
H -15.94 -0.94 19.58 0.302
H -20.20 -3.60 10.35 -0.101
H -20.63 -2.49 15.65 0.243
H -19.12 -5.36 11.07 0.149
H -25.96 -2.19 14.35 0.275
H -16.07 -4.48 12.25 0.268
H -22.91 3.10 12.91 0.295
H -16.60 -6.48 10.96 0.383
H -19.86 -4.61 7.84 0.341
H -17.29 -3.74 9.78 -0.058
H -18.43 -0.90 18.54 0.319
H -19.30 -6.39 12.82 0.502

***

# 4
75
Properties=species:S:1:pos:R:3:mulliken_charge:R:1 method="wB97M-V/def2-TZVPD" e_tot_ha=-2533.27776 s2=6.066 multiplicity=5 e_homo_ev="-9.759 / -10.281" total_charge=+1 orbital_gap_ev="7.0 / 4.9" lumo_energy_ev="-2.8 / -5.4"
Pt 0.32 0.29 0.21 3.552
S 0.24 -2.06 0.82 -0.470
F 0.00 -5.09 -0.14 -0.208
F -1.97 -5.66 -0.86 -0.308
F -1.78 -4.51 0.98 -0.200
O 4.15 1.71 -1.44 -0.617
O -2.37 3.70 0.16 -0.586
N -1.71 1.51 0.14 -0.743
N 2.61 0.29 -0.50 -0.406
N 0.70 1.09 4.76 -0.002
N -0.76 -1.10 -1.33 -0.409
N 0.79 2.32 -0.55 -0.109
N 0.77 1.17 2.30 -0.895
C -0.13 3.27 -0.46 0.995
C -3.62 1.41 -1.35 1.754
C -1.51 2.87 -0.03 -0.768
C 2.38 3.90 -1.29 -0.850
C -1.28 -4.67 -0.27 0.502
C 1.44 4.91 -1.20 -0.522
C 0.15 4.59 -0.78 -0.967
C 0.61 2.31 5.55 -0.984
C -0.70 -2.24 -0.62 0.791
C -4.68 -0.63 0.28 -0.879
C 0.74 1.14 3.46 0.478
C 4.00 -3.06 -0.14 -0.978
C -1.36 -3.40 -1.06 -0.170
C -2.92 0.99 -0.15 0.113
C 0.81 -0.20 5.44 -0.895
C 4.29 -3.36 -1.46 -0.761
C 4.06 -2.43 -2.47 -0.793
C 3.27 -1.45 1.63 -0.951
C -4.79 0.77 -1.69 -0.701
C -3.00 -0.29 2.06 -1.223
C 3.23 -0.86 -0.84 0.094
C -3.51 -0.03 0.68 1.097
C -2.09 -3.34 -2.24 -0.359
C -2.15 -2.15 -2.95 -1.029
C -1.47 -1.05 -2.45 -0.605
C 2.02 2.61 -0.95 0.429
C 3.55 -1.18 -2.20 1.375
C 3.03 1.49 -1.01 -0.232
C 3.47 -1.83 0.20 1.202
C -3.05 2.42 -2.29 -1.891
C 3.23 -0.25 -3.32 -1.702
C -5.32 -0.25 -0.89 -0.876
H -5.14 -1.38 0.92 0.467
H -0.05 -0.34 6.10 0.340
H 4.27 -2.70 -3.50 0.460
H 3.12 -0.80 -4.25 0.524
H 0.54 3.17 4.89 0.319
H -3.41 2.24 -3.30 0.534
H 3.40 4.08 -1.61 0.582
H -5.29 1.04 -2.61 0.478
H 2.36 -0.87 1.77 -0.136
H -1.95 2.39 -2.31 0.282
H 4.69 -4.34 -1.71 0.430
H -6.24 -0.73 -1.18 0.444
H -0.27 2.27 6.19 0.334
H -3.32 0.52 2.73 0.320
H 4.10 -0.81 1.94 0.353
H -2.72 -2.07 -3.87 0.476
H -1.47 -0.10 -2.97 0.625
H -2.61 -4.22 -2.59 0.543
H 1.50 2.41 6.17 0.336
H 4.03 0.49 -3.45 0.355
H 1.73 -0.23 6.04 0.328
H -1.92 -0.34 2.11 -0.002
H -3.34 3.43 -2.00 0.463
H -3.40 -1.22 2.44 0.444
H -0.63 5.33 -0.68 0.581
H 1.69 5.92 -1.46 0.461
H 4.19 -3.79 0.64 0.449
H 2.31 0.30 -3.14 0.268
H 3.26 -2.33 2.26 0.404
H 0.84 -1.00 4.71 0.248

***

# 5
13
Properties=species:S:1:pos:R:3:mulliken_charge:R:1 method="wB97M-V/def2-TZVPD" e_tot_ha=-667.22547 e_homo_ev=-4.265 total_charge=-1 de_lowest_kj_mol=46.77 orbital_gap_ev=7.7 lumo_energy_ev=3.4
S 2.03 0.85 0.77 -0.197
O -1.97 0.16 -1.68 -0.652
O -1.60 -1.46 -0.15 -0.656
C 0.80 -0.01 1.76 -0.457
C 1.29 0.81 -0.90 -0.435
C -2.28 -0.83 -0.98 -0.066
H -0.02 -0.42 1.17 0.053
H 1.56 1.73 -1.40 0.287
H 0.21 0.64 -0.81 0.038
H 1.25 -0.86 2.29 0.260
H 0.38 0.66 2.50 0.235
H 1.71 -0.05 -1.44 0.223
H -3.33 -1.23 -1.13 0.366

***

# 6
9
Properties=species:S:1:pos:R:3:mulliken_charge:R:1 method="wB97M-V/def2-TZVPD" e_tot_ha=-171.60151 e_homo_ev=-1.917 total_charge=-1 de_lowest_kj_mol=178.72 orbital_gap_ev=6.4 lumo_energy_ev=4.4
O -0.20 1.90 -0.90 -1.094
N -0.36 -0.91 -0.17 -0.461
C 0.44 -0.99 1.10 -0.488
H -1.15 -1.02 -0.79 0.225
H 0.26 -0.36 -0.75 0.069
H 1.36 -0.43 0.90 0.214
H 0.72 -2.03 1.36 0.233
H -0.22 -0.53 1.89 0.176
H 0.68 1.48 -0.84 0.124

***

# 7
12
Properties=species:S:1:pos:R:3:mulliken_charge:R:1 method="wB97M-V/def2-TZVPD" e_tot_ha=-319.63206 smiles=CNC(C#N)C#N e_homo_ev=-10.118 de_lowest_kj_mol=210.43 orbital_gap_ev=10.7 lumo_energy_ev=0.6
N 0.91 1.55 1.94 -0.386
N -0.50 -0.71 -0.21 -0.338
N 2.43 -0.31 -1.94 -0.383
C 0.93 0.74 1.11 -0.041
C 0.87 -0.43 0.22 0.514
C -1.57 0.26 -0.02 -0.916
C 1.82 -0.34 -0.95 0.141
H -1.41 1.21 -0.55 0.327
H -0.47 -1.01 -1.17 0.275
H 1.18 -1.23 0.90 0.141
H -1.70 0.47 1.04 0.332
H -2.49 -0.21 -0.39 0.333

***

# 8
17
Properties=species:S:1:pos:R:3:mulliken_charge:R:1 method="wB97M-V/def2-TZVPD" e_tot_ha=-567.53777 e_homo_ev="-12.533 / -12.560" total_charge=+1 de_lowest_kj_mol=90.61 orbital_gap_ev="6.3 / 6.3" lumo_energy_ev="-6.2 / -6.2"
Ag 1.00 3.32 -1.07 0.874
O 1.06 -1.24 -0.30 -0.247
O -0.75 -0.27 0.33 -0.234
O 0.82 0.91 -0.77 -0.495
C 3.13 -2.38 -1.35 -0.601
C 2.41 -1.22 -1.06 -0.154
C -2.72 0.42 1.49 -1.267
C -1.51 0.89 0.72 -0.088
C 0.44 -0.10 -0.17 0.709
H 2.53 -3.15 -1.86 0.282
H 2.18 -0.31 -1.79 0.341
H -1.80 1.42 -0.20 0.233
H 3.18 -0.76 -0.37 0.319
H -3.33 -0.26 0.88 0.326
H -3.33 1.29 1.75 0.378
H -0.87 1.53 1.35 0.297
H -2.42 -0.09 2.41 0.326

***

# 9
17
Properties=species:S:1:pos:R:3:mulliken_charge:R:1 method="wB97M-V/def2-TZVPD" e_tot_ha=-326.04620 s2=0.750 multiplicity=2 e_homo_ev="1.042 / -4.334" total_charge=-1 de_lowest_kj_mol=141.76 orbital_gap_ev="3.0 / 8.3" lumo_energy_ev="4.1 / 3.9"
O -0.29 1.96 -2.34 -0.985
O -1.18 0.75 1.74 -1.192
N -0.61 -1.39 -0.64 -1.336
C 1.20 0.16 -0.37 -2.383
C 0.80 -1.38 1.42 -2.343
C 0.33 -0.75 0.12 1.803
H -1.18 -0.84 -1.27 0.413
H -0.72 0.66 2.58 0.557
H 0.98 -2.45 1.29 0.512
H 1.66 -0.86 1.82 0.398
H 1.14 0.32 -1.43 0.888
H 0.05 -1.30 2.23 0.450
H 1.88 0.72 0.25 0.689
H -0.33 2.74 -1.76 0.531
H -1.21 -2.02 -0.13 0.298
H -0.96 1.40 1.06 0.332
H 0.62 1.68 -2.28 0.369

***

# 10
58
Properties=species:S:1:pos:R:3:mulliken_charge:R:1 method="wB97M-V/def2-TZVPD" e_tot_ha=-1386.95652 s2=2.002 multiplicity=3 e_homo_ev="-6.079 / -12.047" total_charge=+1 orbital_gap_ev="4.2 / 7.0" lumo_energy_ev="-1.9 / -5.0"
Ag 0.06 -0.59 0.40 0.013
O -1.00 1.52 1.22 -0.127
O 1.68 0.67 1.38 -0.185
O -0.40 -2.00 -1.45 -0.065
O 2.28 -1.24 -0.39 -0.548
O -2.25 -0.57 0.17 -0.034
O 0.12 0.81 -1.40 0.024
N 2.35 2.46 2.14 -0.244
N -3.58 -1.12 1.78 -0.450
N -0.71 3.45 2.17 -0.360
N 0.08 1.84 -3.44 -0.412
N 4.29 -0.48 -0.40 -0.338
C 0.90 3.10 -1.55 -0.568
C -1.44 2.43 1.82 0.350
C 3.40 0.53 3.16 -1.033
C -1.25 -3.12 -1.65 0.326
C 0.41 1.83 -2.13 0.415
C 4.00 -2.77 0.31 -1.297
C -2.95 2.42 2.12 -0.804
C -0.37 -4.21 -2.14 -1.427
C 2.39 1.19 2.17 0.438
C 3.44 -1.48 -0.19 0.706
C -2.21 -2.62 -2.68 -1.170
C -4.51 0.02 -0.21 -1.353
C -3.37 -0.63 0.58 0.589
H 5.20 -0.58 0.03 0.229
H 0.37 3.98 -1.91 0.440
H -0.38 1.09 -3.94 0.230
H -3.32 1.97 3.04 0.275
H -2.69 -1.65 -2.51 0.243
H 1.95 3.23 -1.81 0.364
H 3.36 -3.28 1.02 0.315
H -1.66 -3.20 -0.64 0.249
H 4.79 -2.45 0.99 0.433
H -3.32 1.92 1.23 -0.091
H 0.46 -4.39 -1.45 0.321
H -4.23 0.83 -0.88 0.263
H 0.26 3.29 1.96 0.073
H -5.20 0.43 0.52 0.529
H 1.98 2.89 1.31 0.213
H 2.85 2.96 2.85 0.193
H -3.21 3.47 2.24 0.400
H -2.81 -1.46 2.34 0.248
H -4.53 -1.07 2.13 0.228
H 0.22 2.70 -3.95 0.194
H -3.11 -3.17 -2.97 0.382
H 0.16 -1.98 -2.24 0.143
H 4.40 -3.49 -0.40 0.298
H 4.01 0.03 2.42 0.146
H -1.15 4.36 2.20 0.223
H 3.80 0.37 -0.65 0.270
H -0.97 -5.13 -2.14 0.393
H -1.74 -2.56 -3.67 0.306
H -4.80 -0.80 -0.88 0.407
H 4.02 1.31 3.60 0.395
H 3.00 -0.10 3.95 0.307
H 0.95 2.95 -0.47 -0.464
H 0.00 -3.93 -3.12 0.401

***

# 11
39
Properties=species:S:1:pos:R:3:mulliken_charge:R:1 method="wB97M-V/def2-TZVPD" e_tot_ha=-731.48542 e_homo_ev=-10.589 total_charge=+1 de_lowest_kj_mol=273.66 orbital_gap_ev=5.0 lumo_energy_ev=-5.6
N -2.11 -3.12 -0.67 -0.112
N -2.56 -1.91 -0.05 -0.661
C -2.17 -4.18 0.33 -0.844
C 5.07 -2.17 0.10 -1.399
C -0.82 3.34 1.19 -0.747
C 2.72 -2.23 -0.78 -0.664
C -1.90 1.88 -0.91 -0.543
C 3.50 -0.17 0.22 -0.769
C -2.68 5.05 0.99 -1.431
C 1.17 -0.33 -0.56 0.083
C -0.74 1.36 -0.25 0.708
C -1.98 3.80 0.55 1.044
C -0.15 0.16 -0.74 -0.351
C 1.47 -1.66 -0.98 -0.735
C -0.24 2.12 0.84 -0.628
C 3.74 -1.50 -0.15 1.053
C 2.27 0.43 -0.05 -0.586
C -2.51 3.04 -0.50 -0.672
H 5.68 -1.61 0.81 0.375
H 4.92 -3.18 0.49 0.372
H 4.29 0.39 0.72 0.352
H -3.40 3.42 -1.01 0.389
H -2.96 5.67 0.13 0.370
H 2.92 -3.25 -1.09 0.414
H 0.62 1.75 1.40 0.711
H -2.45 -1.15 -0.71 0.298
H -1.92 -1.74 0.73 0.313
H -1.70 -5.09 -0.07 0.299
H 2.15 1.51 0.09 0.733
H -3.21 -4.41 0.65 0.305
H -0.36 3.97 1.95 0.333
H 0.69 -2.24 -1.47 0.376
H -1.61 -3.83 1.20 0.285
H -3.60 4.82 1.53 0.322
H -2.27 1.36 -1.80 0.383
H -0.75 -0.40 -1.47 0.706
H 5.65 -2.28 -0.83 0.315
H -2.05 5.66 1.65 0.369
H -2.70 -3.30 -1.47 0.234

***

Please write out number 9 again, unchanged.
17
Properties=species:S:1:pos:R:3:mulliken_charge:R:1 method="wB97M-V/def2-TZVPD" e_tot_ha=-326.04620 s2=0.750 multiplicity=2 e_homo_ev="1.042 / -4.334" total_charge=-1 de_lowest_kj_mol=141.76 orbital_gap_ev="3.0 / 8.3" lumo_energy_ev="4.1 / 3.9"
O -0.29 1.96 -2.34 -0.985
O -1.18 0.75 1.74 -1.192
N -0.61 -1.39 -0.64 -1.336
C 1.20 0.16 -0.37 -2.383
C 0.80 -1.38 1.42 -2.343
C 0.33 -0.75 0.12 1.803
H -1.18 -0.84 -1.27 0.413
H -0.72 0.66 2.58 0.557
H 0.98 -2.45 1.29 0.512
H 1.66 -0.86 1.82 0.398
H 1.14 0.32 -1.43 0.888
H 0.05 -1.30 2.23 0.450
H 1.88 0.72 0.25 0.689
H -0.33 2.74 -1.76 0.531
H -1.21 -2.02 -0.13 0.298
H -0.96 1.40 1.06 0.332
H 0.62 1.68 -2.28 0.369